This record from the OMol25 dataset describes a structure of composition C39H39AsBr2KN4O3. The level of theory is ωB97M-V/def2-TZVPD.

Computed properties:
LUMO energy, eV: -2.2
E_HOMO, hartree: -0.4145
E_tot, eV: -270423.58713
Charge: +1
Energy above the lowest of the compared OMol25 structures with the same formula, charge and spin, eV: 0.000
Orbital gap, Ha: 0.333

```
89
Properties=species:S:1:pos:R:3:mulliken_charge:R:1
K 1.415 1.125 -0.129 0.93
C 1.533 3.457 2.409 -1.30
C 2.050 3.665 1.016 0.70
C 1.175 3.886 -0.066 -1.19
C 1.676 3.948 -1.373 1.39
C 0.721 4.255 -2.500 -1.69
C 3.070 3.912 -1.580 -0.97
C 3.931 3.826 -0.489 0.78
C 5.415 3.956 -0.697 -1.67
C 3.406 3.675 0.788 -0.29
H 1.502 4.373 3.006 0.50
H 2.170 2.753 2.931 0.37
H 0.478 2.991 2.375 0.01
H 0.096 3.980 0.063 0.22
H 0.761 5.339 -2.723 0.38
H -0.317 4.095 -2.186 0.34
H 0.909 3.705 -3.397 0.40
H 3.479 4.089 -2.570 0.49
H 6.005 3.267 -0.114 0.36
H 5.681 4.956 -0.357 0.36
H 5.712 3.937 -1.729 0.39
H 4.073 3.574 1.628 0.50
C 2.073 -1.634 -5.266 -0.65
O 1.573 -2.433 -4.184 -0.51
C 1.312 -1.741 -3.024 0.61
O 1.473 -0.557 -2.829 -0.43
N 0.780 -2.598 -2.124 -0.23
N 0.374 -2.158 -0.841 0.17
H 2.352 -2.314 -6.047 0.25
H 2.913 -1.060 -4.863 0.30
H 1.322 -0.924 -5.638 0.23
H 0.654 -3.553 -2.353 0.24
H 0.666 -2.798 -0.085 0.25
H -0.637 -2.135 -0.832 -0.07
Br 1.924 -1.870 6.517 -0.13
C 1.737 -1.175 4.824 -0.25
C 0.854 -0.152 4.561 -1.00
C 0.752 0.269 3.248 -0.46
N 1.486 -0.282 2.261 0.88
C 2.288 -1.289 2.538 -0.15
C 2.443 -1.798 3.825 -0.80
C 3.050 -1.883 1.393 0.56
C 3.350 -3.210 1.405 -0.49
C 4.090 -3.736 0.368 -0.12
Br 4.355 -5.602 0.284 -0.14
C 4.577 -2.888 -0.608 -0.70
C 4.143 -1.556 -0.590 -0.22
N 3.394 -1.051 0.405 -0.12
H 0.310 0.334 5.367 0.49
H 0.091 1.124 2.933 0.30
H 3.095 -2.616 4.053 0.67
H 2.925 -3.870 2.184 0.50
H 5.205 -3.200 -1.399 0.51
H 4.381 -0.841 -1.413 0.41
O -1.156 0.793 0.551 0.88
As -2.588 0.041 0.260 0.41
C -4.151 1.142 0.224 0.19
C -5.158 0.828 -0.689 -0.24
C -6.377 1.480 -0.652 -0.71
C -6.651 2.396 0.306 -0.44
C -5.650 2.763 1.224 -0.66
C -4.422 2.112 1.178 -0.48
C -2.491 -0.874 -1.414 -0.47
C -2.977 -2.182 -1.529 0.18
C -2.924 -2.819 -2.774 -0.85
C -2.395 -2.111 -3.846 -0.59
C -1.828 -0.811 -3.723 -0.90
C -1.907 -0.217 -2.458 -0.08
C -2.853 -1.264 1.629 0.10
C -4.128 -1.752 1.968 -0.42
C -4.161 -2.874 2.806 -0.61
C -2.964 -3.453 3.280 -0.76
C -1.738 -2.878 3.024 -0.77
C -1.665 -1.818 2.150 0.31
H -4.967 0.044 -1.440 0.31
H -7.157 1.196 -1.340 0.41
H -7.631 2.865 0.286 0.38
H -5.802 3.570 1.920 0.42
H -3.610 2.416 1.848 0.34
H -3.414 -2.701 -0.686 0.45
H -3.325 -3.799 -2.897 0.51
H -2.393 -2.614 -4.758 0.46
H -1.417 -0.315 -4.604 0.52
H -1.555 0.802 -2.370 0.48
H -5.057 -1.259 1.700 0.47
H -5.108 -3.322 3.068 0.42
H -3.001 -4.265 4.002 0.37
H -0.893 -3.272 3.586 0.45
H -0.728 -1.415 1.799 0.01
```